Entry 1
21
Properties=species:S:1:pos:R:3:nbo_charge:R:1 method="wB97M-V/def2-TZVPD" homo_ev=-1.76 total_charge=-1 lumo_ev=1.1
C 2.7347 0.7309 1.1713 -0.06
O 3.0799 2.0203 0.8535 -0.78
C 1.7758 -0.0282 0.1695 -0.17
C 0.3296 0.3956 0.2726 -0.46
C -0.7793 -0.7194 0.1714 -0.41
C -2.4985 -1.4030 -1.3982 -0.65
C -2.0774 -0.3352 -0.6061 -0.02
C -2.8619 0.7503 -0.1552 -0.66
H 2.3662 0.6771 2.2452 0.19
H 3.6683 0.0368 1.1457 0.08
H 1.7494 -1.1646 0.4252 0.21
H 2.2641 0.2539 -0.7915 0.00
H 0.0304 1.0254 -0.6234 0.24
H 0.1720 1.0866 1.0903 0.23
H -0.3575 -1.4918 -0.3949 0.18
H -1.0282 -1.1190 1.1536 0.20
H -3.5069 -1.3792 -1.8226 0.17
H -1.7671 -2.2249 -1.6264 0.17
H 2.8525 0.4559 -1.3644 0.21
H -2.3058 1.5145 0.4530 0.17
H -3.8403 0.9180 -0.3686 0.17

Entry 2
21
Properties=species:S:1:pos:R:3:nbo_charge:R:1 method="wB97M-V/def2-TZVPD" homo_ev=-2.34 total_charge=-1 lumo_ev=3.5
C -2.4067 -1.0357 -0.5031 -0.01
O -2.5588 -1.3230 0.8090 -0.97
C -0.9279 -0.8876 -0.9146 -0.49
C -0.2505 0.1094 -0.0163 0.01
C 1.0695 0.3103 0.1023 -0.23
C 1.9785 -0.3210 -0.8364 -0.10
C 3.3021 -0.6073 -0.3593 -0.62
C 1.5994 1.0673 1.3285 -0.64
H -2.8363 -1.8268 -1.1523 0.09
H -2.9040 -0.0592 -0.7465 0.06
H -0.3909 -1.8432 -0.9585 0.20
H -0.8259 -0.5307 -1.9406 0.20
H -4.3863 1.9784 0.5599 0.03
H -1.0016 0.6060 0.5934 0.21
H -5.0911 2.1808 0.4800 -0.03
H 3.4618 -0.7633 0.7124 0.19
H 3.1515 0.3976 -0.9695 0.29
H 3.8690 -1.2276 -1.0432 0.21
H 1.0498 2.0082 1.3657 0.21
H 2.6652 1.2781 1.2522 0.19
H 1.4333 0.4894 2.2370 0.21

If you had to bet on the most stable structure above, which would it be? Bet on entry 2.